[1]
82
Properties=species:S:1:pos:R:3 method="wB97M-V/def2-TZVPD" multiplicity=3 total_charge=+1 homo_ev="-9.539 / -10.635" s_squared=2.010 homo_lumo_gap_ev="7.61 / 6.18" e_above_lowest_ev=0.369
Pd 0.02073 0.86179 -0.26102
C -3.60977 -5.01607 1.34854
C -3.72626 -4.90567 -0.14737
C -4.55021 -5.75820 -0.87187
C -4.66571 -5.66088 -2.25093
C -3.92558 -4.70838 -2.93401
C -3.07890 -3.85815 -2.23705
C -2.99530 -3.94389 -0.85054
N -2.13655 -3.09692 -0.09151
C -1.75166 -1.81838 -0.40072
N -2.68397 -1.11442 -1.10599
C -2.57502 0.12961 -1.73913
C -1.40001 0.86184 -1.81625
C -1.33255 2.01758 -2.59254
C -2.47706 2.52664 -3.17665
C -3.67736 1.83658 -3.02226
C -3.75190 0.64610 -2.32003
C -5.05709 -0.09577 -2.19527
N -0.64379 -1.29161 0.00838
C 0.27021 -2.15737 0.68119
C 1.03705 -3.05912 -0.05279
C 1.90276 -3.93481 0.58529
C 2.01656 -3.90003 1.96860
C 1.27108 -2.98190 2.69295
C 0.39002 -2.09768 2.07180
C -0.42858 -1.13414 2.88788
H -4.34216 -5.71893 1.74049
H -3.76884 -4.04987 1.83115
H -2.62163 -5.37526 1.65307
H -5.12160 -6.50740 -0.33679
H -5.32169 -6.33222 -2.78841
H -3.98857 -4.63432 -4.01167
H -2.47019 -3.14355 -2.77632
H -1.55916 -3.55307 0.59877
H -3.56166 -1.59244 -1.22787
H -0.38777 2.52048 -2.74323
H -2.43656 3.43642 -3.76131
H -4.57968 2.22489 -3.47863
H -5.87081 0.49565 -2.60896
H -5.30254 -0.30880 -1.15164
H -5.04270 -1.04697 -2.73663
H 0.93052 -3.07376 -1.13153
H 2.48507 -4.63864 0.00484
H 2.68399 -4.58098 2.48011
H 1.36342 -2.95108 3.77302
H 0.01632 -0.98817 3.87125
H -1.44757 -1.50116 3.03693
H -0.51587 -0.16393 2.39453
C 3.94671 -1.06106 0.77179
Sb 2.59994 0.51982 0.31432
C 3.82623 1.49055 -1.12352
C 2.96294 1.66149 2.13241
C 3.77905 2.89430 1.88546
C 5.16868 2.79412 1.84345
C 5.96714 3.88064 1.52182
C 5.37397 5.10081 1.23483
C 3.99478 5.22060 1.30724
C 3.17987 4.13998 1.64206
C 1.69908 4.38161 1.79010
Sb 0.43688 3.44872 0.31496
C -1.24124 4.73588 0.46554
C 1.40515 4.36726 -1.35191
H 4.93687 -0.60779 0.82194
H 3.92185 -1.82399 -0.00319
H 3.68236 -1.51102 1.72636
H 4.62550 2.03912 -0.62697
H 3.24129 2.16406 -1.74546
H 4.25171 0.70666 -1.75021
H 3.49041 0.95335 2.77198
H 1.99567 1.87425 2.58258
H 5.63042 1.83685 2.06327
H 7.04370 3.77566 1.49986
H 5.97916 5.95952 0.97676
H 3.53407 6.18364 1.11627
H 1.48271 5.44250 1.66131
H 1.33348 4.08699 2.77533
H -0.88129 5.76195 0.53288
H -1.83780 4.49204 1.34227
H -1.85059 4.60983 -0.42865
H 1.03393 5.38804 -1.44168
H 1.22967 3.83600 -2.28230
H 2.47621 4.39401 -1.15080

---

[2]
27
Properties=species:S:1:pos:R:3 method="wB97M-V/def2-TZVPD" total_charge=0 homo_ev=-8.607 homo_lumo_gap_ev=8.38 e_above_lowest_ev=1.354
C -2.62327 2.30554 0.63403
C 1.74756 -0.88666 0.73178
C 0.64721 -1.83377 1.35466
C 1.38382 -0.23349 -0.53538
C -0.70791 -1.12658 1.58541
C 0.40992 0.93431 -0.33946
C -1.39209 -0.74605 0.29996
C -1.07152 0.53369 -0.44418
C -1.57403 0.59246 -1.89658
N -2.01222 1.00860 0.53414
O -3.64736 2.50198 1.25444
O -2.01914 3.19050 -0.15345
Br -2.84263 -1.77117 -0.17110
H 1.71089 -0.01919 1.45312
H 2.70004 -1.49204 0.55254
H 0.69777 -2.72667 0.60535
H 0.97385 -2.20170 2.39584
H 2.27360 0.09524 -1.02614
H 0.91565 -0.96586 -1.22699
H -1.33266 -1.60391 2.30741
H -0.42988 -0.14333 1.93462
H 0.42609 1.47127 0.55343
H 0.56680 1.83539 -1.09963
H -1.12797 -0.21179 -2.49630
H -1.22326 1.67265 -2.29839
H -2.65560 0.63553 -1.98819
H -2.60490 3.88372 -0.19248

---

[3]
8
Properties=species:S:1:pos:R:3 method="wB97M-V/def2-TZVPD" total_charge=0 homo_ev=-9.463 homo_lumo_gap_ev=8.29 e_above_lowest_ev=1.529
C 0.33194 0.52798 -0.30058
C -0.95933 0.46736 -0.35870
N 1.34535 -2.32930 -0.16421
F -3.02170 0.78302 1.00010
P 1.45069 -0.89140 0.14831
P -2.58373 0.17201 -0.46576
H 0.92026 1.40568 -0.54294
H 2.51652 -0.13535 0.68378

---

[4]
95
Properties=species:S:1:pos:R:3 method="wB97M-V/def2-TZVPD" total_charge=-1 homo_ev=-4.657 homo_lumo_gap_ev=6.45
C -4.61564 0.80773 -4.35909
C -3.24022 0.43953 -4.85809
O -2.93051 0.59550 -6.02978
O -2.36801 -0.15706 -4.00069
C -2.21254 0.42541 -2.70085
C -0.76837 0.75848 -2.43175
C -0.15097 1.75760 -3.40765
C -1.11602 2.90940 -3.70711
C -0.44445 4.21564 -4.11229
Nb -2.01033 5.90754 -4.03246
C -3.85175 4.58989 -4.07218
C -2.10688 5.85072 -6.32192
C -3.45882 6.32636 -6.88644
C -4.25810 5.28606 -7.64517
F -5.58727 5.31201 -7.27222
F -3.84603 4.00397 -7.46930
F -4.25859 5.51634 -9.00183
C -1.72965 5.87073 -1.76594
C -2.98077 5.82301 -0.89859
C -3.35847 4.42115 -0.41883
F -4.08762 6.41126 -1.50368
H -4.88097 1.73651 -4.84632
H -5.31312 0.02957 -4.63628
H -4.64362 0.99562 -3.29426
H -2.52436 -0.31871 -1.96825
H -2.85044 1.28551 -2.54125
H -0.75222 1.21519 -1.44158
H -0.20350 -0.16541 -2.34649
H 0.77305 2.14536 -2.99109
H 0.11466 1.23629 -4.32461
H -1.77123 2.60054 -4.51455
H -1.68545 3.08733 -2.79726
H 0.02046 4.14749 -5.09183
H 0.31894 4.48532 -3.38102
H -0.59796 7.05774 -4.24506
H -3.07339 7.41954 -4.02395
H -4.74382 5.20720 -4.18697
H -3.98376 3.97255 -3.18480
H -3.84772 3.91870 -4.93184
H -1.84592 4.84616 -6.64211
H -1.32207 6.50013 -6.69473
H -4.10191 6.75411 -6.12923
H -3.26898 7.12783 -7.59318
H -1.10633 5.01799 -1.51099
H -1.16562 6.76111 -1.48952
H -2.78921 6.41301 -0.00286
H -2.57147 3.70508 -0.62109
H -3.52920 4.42140 0.65279
H -4.26853 4.09180 -0.90687
C 1.70881 0.76536 1.66885
O 1.77709 -0.46461 0.97395
C 3.02017 -1.12940 0.99733
C 3.02737 -2.49168 1.67567
O 2.64581 -2.57233 3.03814
C 1.32872 -2.22028 3.42642
C 0.16578 -3.01962 2.85861
O 0.01974 -2.98076 1.45550
C 0.14552 -4.20767 0.76818
H 1.64190 1.59217 0.95723
H 0.80165 0.77813 2.27801
H 2.56833 0.91888 2.32509
H 3.79753 -0.49107 1.42990
H 3.30466 -1.31448 -0.04573
H 4.07024 -2.82325 1.66427
H 2.48487 -3.22989 1.08232
H 1.16799 -1.14832 3.30451
H 1.30968 -2.39393 4.50731
H -0.74283 -2.58001 3.28680
H 0.22237 -4.05503 3.21427
H 0.57113 -4.99415 1.39692
H 0.79884 -4.06395 -0.09596
H -0.83097 -4.52967 0.39671
C 2.11224 -7.53796 4.82090
O 3.36470 -6.88854 4.82899
C 3.36247 -5.51515 4.48004
C 3.80805 -4.56174 5.57829
O 3.08212 -4.55373 6.79656
C 3.06210 -5.69078 7.63464
C 4.36648 -6.13827 8.27624
O 5.39134 -6.51871 7.38107
C 6.57250 -5.74598 7.40601
H 2.05187 -8.22589 3.97230
H 2.01027 -8.12789 5.73556
H 1.27997 -6.83187 4.77219
H 2.38613 -5.21029 4.09105
H 4.07838 -5.39535 3.65932
H 3.67579 -3.55851 5.16719
H 4.87868 -4.65611 5.77129
H 2.55756 -6.52531 7.14447
H 2.41225 -5.40346 8.46678
H 4.12502 -7.02256 8.87863
H 4.72032 -5.36381 8.96507
H 6.44517 -4.81077 7.95563
H 6.86005 -5.50608 6.37945
H 7.38684 -6.32190 7.85508

---

[5]
81
Properties=species:S:1:pos:R:3 method="wB97M-V/def2-TZVPD" total_charge=+1 homo_ev=-10.236 homo_lumo_gap_ev=6.64 e_above_lowest_ev=1.293
Ir -1.92354 -1.18599 -0.42603
Cl -4.57027 -0.41025 1.23717
C -4.49112 -1.92519 2.17166
Cl -3.24114 -3.03355 1.58233
H -5.44333 -2.42696 2.07021
H -4.26943 -1.67322 3.19968
C 5.16945 -3.28169 -0.22699
C 3.73412 -3.38104 -0.66829
C 3.38026 -3.23038 -2.00800
C 2.05567 -3.28313 -2.40786
C 1.06458 -3.47157 -1.45085
C 1.39364 -3.65289 -0.11291
C 2.72535 -3.61531 0.26338
S -0.62410 -3.39945 -1.91615
O -0.83946 -4.17184 -3.09397
O -1.40325 -3.70230 -0.71663
N -1.04385 -1.84647 -2.06644
C -0.95535 -0.96125 -3.13593
C -0.18906 -1.01657 -4.26643
C -0.25238 0.04823 -5.19736
C -1.06746 1.12803 -5.00221
C -1.89073 1.18140 -3.85137
C -2.80267 2.22147 -3.56386
C -3.56840 2.15765 -2.43629
C -3.42476 1.06860 -1.55860
N -2.57583 0.08669 -1.78620
C -1.81136 0.13228 -2.93155
H 5.84660 -3.23828 -1.07834
H 5.45012 -4.13518 0.39188
H 5.32342 -2.38148 0.37196
H 4.15539 -3.08052 -2.75020
H 1.80014 -3.21231 -3.45734
H 0.61268 -3.83743 0.61312
H 2.98785 -3.77256 1.30388
H 0.43717 -1.87432 -4.46618
H 0.36504 -0.00392 -6.08407
H -1.10190 1.93944 -5.71758
H -2.89344 3.05503 -4.25051
H -4.28458 2.93046 -2.19466
H -4.02823 0.99465 -0.67030
C -1.87428 2.43880 3.01349
C -0.93845 2.69489 1.82018
C -1.83230 3.21776 0.68934
C 0.08587 3.76582 2.21231
P -0.16449 1.05497 1.30908
N -1.31134 0.16956 0.65221
C 0.45032 0.13219 2.84154
C 1.29982 -1.04560 2.35091
C -0.74594 -0.49263 3.58422
C 1.26445 0.98715 3.81950
C 1.24244 1.33392 0.08912
C 1.53159 0.03807 -0.68256
C 2.53543 1.82050 0.75513
C 0.79206 2.36380 -0.95824
H -2.44362 3.35319 3.19596
H -1.33309 2.21042 3.92805
H -2.58526 1.63648 2.80554
H -2.49621 3.97923 1.10755
H -2.44366 2.41612 0.28858
H -1.27731 3.68030 -0.12262
H -0.45964 4.64089 2.57640
H 0.69311 4.09471 1.37072
H 0.75180 3.44392 3.01125
H 0.77154 -1.63191 1.59719
H 1.49586 -1.70015 3.20425
H 2.26340 -0.74130 1.94670
H -1.42369 -0.99312 2.89186
H -1.31259 0.22327 4.17077
H -0.35186 -1.24279 4.27484
H 2.11949 1.47380 3.35315
H 1.64959 0.33538 4.60893
H 0.65726 1.75021 4.30438
H 1.96881 -0.74968 -0.07442
H 2.24494 0.27600 -1.47741
H 0.63452 -0.35513 -1.14824
H 2.98520 1.06182 1.39284
H 2.39489 2.72522 1.34668
H 3.25737 2.05524 -0.03237
H -0.17660 2.10460 -1.39165
H 1.52701 2.35679 -1.76748
H 0.74775 3.37843 -0.56985

---

[6]
84
Properties=species:S:1:pos:R:3 method="wB97M-V/def2-TZVPD" total_charge=+1 homo_ev=-11.116 homo_lumo_gap_ev=8.00 e_above_lowest_ev=0.289
Ba 2.08759 -1.88628 -0.34257
B 0.41819 0.62580 -1.44171
F 0.68438 0.94381 -0.09614
F 1.60024 0.01047 -2.00379
F -0.57189 -0.37091 -1.49229
F 0.04998 1.73570 -2.16240
C -1.78044 4.15726 1.19692
C -1.88691 5.46767 1.66514
C -1.12222 6.45899 1.08643
C -0.33734 6.14275 -0.00845
C -0.26305 4.86826 -0.51648
C -0.98218 3.86770 0.10128
N 0.35460 7.23225 -0.69511
O 0.76258 7.00944 -1.81965
O 0.51077 8.26901 -0.08832
H -2.27360 3.36152 1.74338
H -2.51213 5.66176 2.52677
H -1.14691 7.48130 1.43797
H 0.20193 4.69688 -1.47773
H -0.97917 2.86441 -0.29342
C -1.76896 -3.00633 -0.85110
O -0.95720 -2.48959 0.17504
C -1.64019 -2.19635 1.38994
C -0.79273 -1.12621 2.01557
O 0.51830 -1.65148 2.19746
C 0.71256 -2.32577 3.43109
H -1.19822 -3.06098 -1.77254
H -2.64017 -2.36845 -1.02702
H -2.13647 -4.01371 -0.60850
H -1.64533 -3.10564 2.01403
H -2.69060 -1.93786 1.24850
H -1.21108 -0.69398 2.93294
H -0.74427 -0.26522 1.34582
H 1.74832 -2.19289 3.74010
H 0.44033 -3.38215 3.35454
H 0.09131 -1.90474 4.22739
C 2.05021 -1.88667 -4.13837
O 2.05514 -2.63865 -2.92769
C 1.57016 -3.95525 -3.18247
C 1.65206 -4.91238 -2.01716
O 0.90995 -4.49033 -0.87462
C 0.64795 -5.56485 0.02814
H 2.71838 -2.35524 -4.86661
H 2.34108 -0.87501 -3.89553
H 1.04751 -1.89025 -4.57740
H 2.10212 -4.35834 -4.05007
H 0.51128 -3.88762 -3.47556
H 2.69840 -4.92838 -1.66484
H 1.38201 -5.89812 -2.39569
H 1.42959 -6.32195 -0.01613
H -0.33846 -5.98928 -0.16093
H 0.61609 -5.13481 1.03221
C -5.71359 3.66301 1.36532
O -6.20803 2.72035 2.30194
C -5.98979 1.36418 2.03578
C -4.62562 0.95422 1.50928
O -4.41471 1.29787 0.17539
C -3.19301 0.76659 -0.30982
H -6.21779 3.57542 0.39870
H -4.63938 3.56224 1.22044
H -5.92084 4.64261 1.79082
H -6.77401 0.96158 1.37288
H -6.08428 0.82370 2.98205
H -4.48186 -0.11780 1.71091
H -3.87569 1.46837 2.15636
H -2.36613 1.17727 0.28335
H -3.06271 1.05006 -1.34998
H -3.20425 -0.32596 -0.26534
C 3.17032 0.37970 1.95170
O 3.47463 0.04775 0.59791
C 4.70245 0.58066 0.10077
C 4.94405 0.07439 -1.32251
O 4.64727 -1.28972 -1.55731
C 5.72658 -2.18415 -1.31468
H 2.10682 0.22991 2.12510
H 3.36005 1.43693 2.14347
H 3.76955 -0.24757 2.61712
H 5.48729 0.20851 0.76404
H 4.62861 1.66234 -0.02523
H 6.00148 0.34464 -1.46300
H 4.41575 0.66964 -2.06768
H 5.88042 -2.37391 -0.25049
H 6.65307 -1.81172 -1.76097
H 5.50983 -3.10036 -1.86669

---

[7]
31
Properties=species:S:1:pos:R:3 method="wB97M-V/def2-TZVPD" total_charge=0 homo_ev=-8.126 homo_lumo_gap_ev=8.50 e_above_lowest_ev=3.492
C -1.80343 0.72161 -0.49920
C 1.56446 -0.79689 0.39664
C 0.35407 0.69738 -1.80951
C 1.02902 -2.03041 0.29331
C 1.33620 0.41258 -0.56628
C 1.36741 -3.01941 1.42145
C 0.15627 -2.35719 -0.82447
C 2.69692 0.77259 -1.23000
C 0.87189 1.52373 0.33703
C -3.36114 1.83321 1.15904
C -2.78992 1.89811 -0.27199
O -1.84826 -0.26212 0.14746
O -0.90985 0.90522 -1.59716
H 2.15232 -0.53278 1.30830
H 2.38284 -2.82095 1.77425
H 1.57004 -4.04027 0.97296
H 0.90123 -3.07421 2.39309
H -0.05632 -1.45461 -1.43406
H -0.80511 -2.90266 -0.59950
H 0.72535 -3.06033 -1.53581
H 3.43311 0.64939 -0.50601
H 2.51507 1.76427 -1.69669
H 2.76502 -0.07775 -1.89280
H 0.71307 2.39115 -0.23190
H 1.63922 1.62674 1.11219
H -0.09503 1.07983 0.70343
H -3.80541 0.86859 1.15323
H -2.61302 2.00676 1.87993
H -4.06466 2.57591 1.17051
H -2.29750 2.87088 -0.47534
H -3.72387 1.83162 -1.05211

---

[8]
51
Properties=species:S:1:pos:R:3 method="wB97M-V/def2-TZVPD" multiplicity=2 total_charge=+1 homo_ev="-10.843 / -10.937" s_squared=0.766 homo_lumo_gap_ev="8.10 / 6.74" e_above_lowest_ev=0.189
Ru 0.17132 0.06124 0.07658
C -3.28579 0.44643 2.68502
C -2.26984 0.15438 1.63111
N -1.06977 0.64526 1.63111
O -0.75023 1.46121 2.68945
C -2.55088 -0.73451 0.53463
C -3.84263 -1.44171 0.31735
N -1.54292 -0.94014 -0.29898
O -1.68581 -1.74139 -1.26968
H -2.86036 1.04141 3.48459
H -3.67793 -0.48568 3.09370
H -4.12752 0.98768 2.24894
H -0.01931 2.01305 2.31469
H -4.63436 -1.03126 0.93899
H -3.74739 -2.51045 0.53257
H -4.12809 -1.37274 -0.73253
N 1.72609 -0.77521 -2.55675
C 1.26062 -0.63170 -1.50403
C -0.60198 -2.73242 2.50672
Te 1.03026 -2.07860 1.32397
C 0.81982 -3.58416 -0.14962
H -0.32138 -3.66250 2.99488
H -1.46405 -2.88700 1.86615
H -0.80876 -1.97067 3.25498
H -0.20507 -3.58618 -0.50516
H 1.10783 -4.53118 0.29982
H 1.48921 -3.32905 -0.96743
N 0.51921 1.58706 -4.17854
C -0.94349 1.30330 -4.01444
C -1.15783 0.79354 -2.60161
N -0.48121 1.57306 -1.52345
C 0.71378 2.40762 -1.88666
C 0.81732 2.79767 -3.35039
H 0.75901 1.74043 -5.15541
H 1.08293 0.76911 -3.80963
H -1.24529 0.53343 -4.72177
H -1.46451 2.23056 -4.24920
H -0.80793 -0.23464 -2.57196
H -2.22265 0.74872 -2.37719
H -1.16233 2.20387 -1.11562
H 1.61217 1.86327 -1.64213
H 0.70169 3.29627 -1.26217
H 1.82782 3.14049 -3.56246
H 0.10775 3.56404 -3.66055
C 3.33514 2.58811 1.66479
C 2.03660 2.07185 1.11886
O 1.08302 2.85039 0.92342
O 2.01592 0.83094 0.80441
H 3.18511 3.53875 2.16767
H 4.02655 2.73465 0.83235
H 3.78271 1.85770 2.33500

---

E values (in a.u.) by entry order: -2093.1920, -3130.4667, -914.5955, -2082.2900, -3208.9941, -2122.1245, -580.2131, -1448.9198.